Record 1
{
  "formula": "C35H37F6MnN4O4P2S",
  "method": "ωB97M-V/def2-TZVPD",
  "elements": ["Mn", "S", "P", "P", "F", "F", "F", "F", "F", "F", "O", "O", "O", "O", "N", "N", "N", "N", "C", "C", "C", "C", "C", "C", "C", "C", "C", "C", "C", "C", "C", "C", "C", "C", "C", "C", "C", "C", "C", "C", "C", "C", "C", "C", "C", "C", "C", "C", "C", "C", "C", "C", "C", "H", "H", "H", "H", "H", "H", "H", "H", "H", "H", "H", "H", "H", "H", "H", "H", "H", "H", "H", "H", "H", "H", "H", "H", "H", "H", "H", "H", "H", "H", "H", "H", "H", "H", "H", "H", "H"],
  "coordinates": [[0.746, -0.357, -0.389], [0.402, 2.564, -0.560], [-1.445, 2.248, -2.619], [-2.082, 0.038, 2.076], [-2.179, 1.427, 1.286], [-1.731, -1.443, 2.470], [-0.959, -0.488, 0.315], [-0.662, 0.492, 2.609], [-2.919, 0.436, 3.299], [-3.248, -0.505, 1.157], [-0.306, 1.506, -1.615], [0.735, 1.679, 0.531], [3.723, 0.877, 3.530], [1.463, 3.221, -1.240], [2.510, 0.278, -1.231], [3.599, -0.470, 5.344], [3.619, 0.152, -0.295], [1.414, -1.349, 1.153], [-0.651, 2.952, -4.010], [-1.202, 4.416, 0.733], [5.354, -0.047, -2.093], [1.517, -3.205, 2.626], [-3.283, 5.079, -0.306], [0.480, 2.692, -6.111], [-1.378, -3.150, -1.771], [-0.015, -2.803, -2.026], [-3.150, 0.821, -4.233], [0.782, -3.580, -2.914], [-1.006, 3.564, -0.335], [0.485, -1.733, -1.342], [1.114, -2.630, 1.446], [-1.912, 3.458, -1.391], [0.140, 4.898, -5.172], [4.756, -0.657, -0.827], [0.625, 4.077, -6.182], [-4.747, -0.728, -3.327], [-4.265, -0.508, -2.037], [-3.067, 4.219, -1.379], [-0.161, 2.121, -5.030], [2.089, -0.614, 2.039], [-4.194, -0.069, -4.419], [-2.366, 5.176, 0.733], [-0.497, 4.341, -4.077], [3.340, -0.143, 4.069], [-1.909, -4.248, -2.398], [-2.660, 1.028, -2.939], [2.243, -2.446, 3.541], [-1.114, -5.002, -3.269], [5.777, -0.651, 0.304], [-3.222, 0.374, -1.832], [0.222, -4.669, -3.528], [2.532, -1.126, 3.244], [4.260, -2.078, -1.080], [2.575, -2.909, 4.462], [-4.590, -0.233, -5.412], [5.735, 0.958, -1.900], [-0.289, 1.046, -4.980], [1.815, -3.312, -3.089], [-0.877, 4.980, -3.290], [-2.742, 1.360, -5.078], [-0.491, 4.479, 1.547], [1.267, -4.237, 2.826], [-2.561, 5.845, 1.560], [0.857, 2.066, -6.908], [-3.797, 4.138, -2.175], [2.313, 0.415, 1.812], [3.953, 1.094, -0.100], [-1.542, -5.871, -3.753], [3.759, -2.473, -0.196], [6.667, -1.202, 0.002], [3.577, -2.138, -1.937], [-4.187, 5.673, -0.277], [2.452, 1.255, -1.530], [6.188, -0.655, -2.443], [4.139, 0.177, 5.898], [1.118, 4.518, -7.038], [-5.577, -1.406, -3.479], [0.538, -3.185, 0.720], [-4.720, -1.002, -1.188], [-1.955, -2.549, -1.079], [6.084, 0.367, 0.553], [4.641, 0.007, -2.924], [2.749, -0.240, -2.075], [0.808, -5.276, -4.204], [3.206, -1.269, 5.808], [-2.934, -4.539, -2.214], [5.104, -2.724, -1.321], [5.365, -1.115, 1.200], [0.255, 5.971, -5.239], [-2.863, 0.567, -0.830]],
  "energy_ev": -128062.877,
  "total_charge": 3,
  "e_lumo_ev": [-9.911, -9.735],
  "molar_mass_g_mol": 840.65,
  "orbital_gap_ev": [6.76, 6.94],
  "homo_ev": [-16.7, -16.7],
  "multiplicity": 2,
  "s_squared": 1.142
}

---

Record 2
{
  "formula": "C3H10S",
  "method": "ωB97M-V/def2-TZVPD",
  "elements": ["S", "C", "C", "C", "H", "H", "H", "H", "H", "H", "H", "H", "H", "H"],
  "coordinates": [[-2.582, 0.298, -2.402], [0.643, -0.511, 0.337], [1.385, 0.646, -0.287], [0.223, -0.171, 1.765], [1.085, -0.162, 2.422], [-0.156, -0.942, -0.277], [2.224, 0.319, -0.908], [-0.532, -0.853, 2.178], [1.857, 1.350, 0.389], [1.423, -1.280, 0.326], [0.926, 1.226, -1.126], [-3.587, -0.433, -2.943], [-2.642, -0.301, -1.199], [-0.267, 0.815, 1.726]],
  "energy_ev": -14107.851,
  "total_charge": 0,
  "e_lumo_ev": 0.859,
  "molar_mass_g_mol": 78.18,
  "orbital_gap_ev": 10.67,
  "homo_ev": -9.8
}

---

Number 1: maximum force 0.43 eV/A. Number 2: maximum force 2.88 eV/A.